Computed, not measured: a molecular structure, C5H6Br2N2O at a distorted geometry, with ωB97M-V/def2-TZVPD.

CARTESIAN COORDINATES (ANGSTROEM)
Br  -0.825  1.538  -1.336
Br  -3.523  2.264  0.009
O  -3.592  -0.585  -0.758
N  -1.628  -1.375  -0.024
N  -0.545  -0.978  0.348
C  0.382  -0.467  0.816
C  1.756  -0.195  0.876
C  -2.518  -0.439  -0.268
C  2.377  -0.400  -0.538
C  -2.063  1.024  0.036
H  -1.590  1.133  1.042
H  2.000  0.839  1.384
H  1.556  -0.824  -1.169
H  3.255  -1.080  -0.736
H  2.688  0.462  -1.210
H  2.270  -0.917  1.528

The net charge is 0. The calculation puts the gap between HOMO and LUMO at 9.4778 eV. The value obtained for the HOMO energy is -9.494 eV. The calculation puts the energy above the lowest of the compared OMol25 structures with the same formula, charge and spin at 54.56 kcal per mole. The lowest unoccupied orbital energy comes out at 0.0 eV.

---

Computed, not measured: C5H6BrCl in the gas phase at a distorted geometry, with ωB97M-V/def2-TZVPD.

CARTESIAN COORDINATES (ANGSTROEM)
Br  5.024  0.738  -0.199
Cl  0.132  1.561  -1.933
C  0.363  -0.763  -0.944
C  2.022  0.791  -0.155
C  -0.275  1.021  0.721
C  0.585  0.655  -0.484
C  3.240  0.831  0.033
H  -0.033  2.135  0.886
H  -0.411  -0.770  -1.610
H  -1.399  0.925  0.460
H  -0.121  0.205  1.468
H  1.323  -1.084  -1.443
H  0.303  -1.320  0.017

The net charge is 0. The calculation puts the gap between HOMO and LUMO at 10.3015 eV. The value obtained for the HOMO energy is -9.695 eV. The SMILES is CC(C)(Cl)C#CBr. The calculation puts the energy above the lowest of the compared OMol25 structures with the same formula, charge and spin at 24.76 kcal per mole. The lowest unoccupied orbital energy comes out at 0.6 eV.

---

Computed, not measured: a molecular structure, C5H6BrF at a distorted geometry, with ωB97M-V/def2-TZVPD.

CARTESIAN COORDINATES (ANGSTROEM)
Br  -2.654  -0.045  0.037
F  -0.995  2.156  -0.014
C  -0.940  -1.996  0.231
C  0.125  -1.457  -0.052
C  1.021  -0.475  -0.302
C  -1.366  1.098  -0.758
C  1.503  0.467  0.694
H  2.599  0.790  0.385
H  1.424  0.098  1.768
H  1.575  -0.629  -1.287
H  -1.598  -2.835  0.436
H  0.908  1.412  0.559
H  -1.603  1.416  -1.698

The net charge is 0. The calculation puts the gap between HOMO and LUMO (spin up / spin down) at 7.3066 / 8.3658 eV. The value obtained for the HOMO energy (spin up / spin down) is -7.559 / -8.579 eV. The calculation puts the energy above the lowest of the compared OMol25 structures with the same formula, charge and spin at 98.25 kcal per mole. The lowest unoccupied orbital energy (spin up / spin down) comes out at -0.3 / -0.2 eV.

---

Computed, not measured: 2 unconnected molecules or ions with the total composition C5H6BrN at a distorted geometry, with ωB97M-V/def2-TZVPD.

CARTESIAN COORDINATES (ANGSTROEM)
Br  -2.723  0.871  -0.067
N  -1.201  -3.308  0.112
C  0.653  0.302  -1.185
C  1.473  0.326  0.143
C  0.024  -0.089  0.093
C  -0.946  0.755  0.905
C  -0.833  -2.236  -0.024
H  2.209  -0.450  0.038
H  -0.480  1.695  0.974
H  0.480  1.310  -1.582
H  1.849  1.194  0.584
H  -1.302  0.211  1.909
H  0.797  -0.582  -1.900

The net charge is 0. The calculation puts the gap between HOMO and LUMO at 9.2059 eV. The value obtained for the HOMO energy is -10.635 eV. The calculation puts the energy above the lowest of the compared OMol25 structures with the same formula, charge and spin at 86.73 kcal per mole. The lowest unoccupied orbital energy comes out at -1.4 eV.

---

Computed, not measured: a molecular structure, C5H6BrN3O2 at a distorted geometry, with ωB97M-V/def2-TZVPD.

CARTESIAN COORDINATES (ANGSTROEM)
Br  1.895  0.031  -3.933
O  3.451  -1.061  -0.550
O  0.042  -1.811  -2.296
N  -1.363  -0.670  2.529
N  2.429  -0.852  -0.158
N  1.583  -0.670  0.530
C  -1.404  -0.206  1.253
C  0.306  -0.680  -2.047
C  0.085  0.621  -1.600
C  -0.547  1.307  -0.400
C  -1.220  1.101  0.863
H  -1.734  -0.961  0.510
H  -1.184  -0.050  3.289
H  -1.329  1.889  1.550
H  -0.317  2.336  -0.483
H  -1.566  -1.622  2.756
H  0.873  1.299  -1.812

The net charge is 0. The calculation puts the gap between HOMO and LUMO (spin up / spin down) at 6.6033 / 6.6041 eV. The value obtained for the HOMO energy (spin up / spin down) is -8.072 / -8.073 eV. The calculation puts the energy above the lowest of the compared OMol25 structures with the same formula, charge and spin at 123.50 kcal per mole. The lowest unoccupied orbital energy (spin up / spin down) comes out at -1.5 / -1.5 eV.

---

Computed, not measured: a gas-phase ion, C5H6BrNOP (charge +1), with ωB97M-V/def2-TZVPD.

CARTESIAN COORDINATES (ANGSTROEM)
Br  -1.466  -0.476  -3.152
P  -1.584  -1.518  -1.203
O  -2.897  -0.852  -0.508
N  1.619  0.801  1.116
C  -0.553  -0.078  0.998
C  0.425  0.576  1.694
C  -0.304  -0.505  -0.313
C  1.905  0.406  -0.139
C  0.959  -0.252  -0.874
H  -3.304  -0.146  -1.031
H  -1.518  -0.252  1.458
H  1.205  -0.562  -1.882
H  2.331  1.290  1.645
H  0.291  0.929  2.708
H  2.891  0.639  -0.518

The net charge is +1. The calculation puts the gap between HOMO and LUMO at 8.2755 eV. The value obtained for the HOMO energy is -13.248 eV. The calculation puts the energy above the lowest of the compared OMol25 structures with the same formula, charge and spin at 0.00 kcal per mole. The lowest unoccupied orbital energy comes out at -5.0 eV.

---

Computed, not measured: C5H6Cl2N2 in the gas phase at a distorted geometry, with ωB97M-V/def2-TZVPD.

CARTESIAN COORDINATES (ANGSTROEM)
Cl  0.928  0.857  -2.642
Cl  -1.922  -0.488  -1.160
N  -0.721  0.236  1.144
N  -1.064  1.988  -0.494
C  -0.049  -0.975  1.457
C  0.784  0.180  -1.118
C  0.935  -1.556  0.714
C  -0.788  0.574  -0.236
C  1.350  -0.914  -0.538
H  1.529  -2.480  1.017
H  -0.449  -1.345  2.443
H  -0.430  2.414  0.128
H  2.267  -1.456  -0.932
H  -1.555  0.503  1.643
H  -0.815  2.463  -1.425

The net charge is 0. The calculation puts the gap between HOMO and LUMO at 8.7094 eV. The value obtained for the HOMO energy is -8.133 eV. The SMILES is N[C@]1(Cl)NC=CC=C1Cl. The calculation puts the energy above the lowest of the compared OMol25 structures with the same formula, charge and spin at 49.69 kcal per mole. The lowest unoccupied orbital energy comes out at 0.6 eV.

---

Computed, not measured: 2 unconnected molecules or ions with the total composition C5H6Cl2N5 at a distorted geometry, with ωB97M-V/def2-TZVPD.

CARTESIAN COORDINATES (ANGSTROEM)
Cl  -1.509  -3.644  1.625
Cl  -0.483  2.316  1.879
N  1.504  2.558  -0.798
N  -1.725  -1.802  -0.177
N  0.990  -0.584  -0.129
N  0.387  -2.814  0.175
N  -1.857  0.504  0.149
C  1.292  -1.924  -0.048
C  -0.924  -2.622  0.407
C  -0.776  0.959  0.744
C  0.369  0.377  0.312
C  -2.302  -0.661  -0.325
H  1.357  3.240  -1.520
H  0.759  1.623  -0.658
H  1.370  3.087  0.209
H  2.491  2.226  -0.849
H  -3.259  -0.705  -0.771
H  2.316  -2.135  -0.225

The net charge is +1. The expectation value of S² is 2.019. The calculation puts the gap between HOMO and LUMO (spin up / spin down) at 6.3631 / 6.9670 eV. The value obtained for the HOMO energy (spin up / spin down) is -10.495 / -13.257 eV. As for the spin multiplicity: 3. The lowest unoccupied orbital energy (spin up / spin down) comes out at -4.1 / -6.3 eV.

---

Computed, not measured: a molecular structure, C5H6Cl2O4RuSY at a distorted geometry, with ωB97M-V/def2-TZVPD.

CARTESIAN COORDINATES (ANGSTROEM)
Ru  -0.785  -0.966  -3.509
Y  -1.136  0.500  -0.251
Cl  -1.567  -2.100  -1.740
Cl  -2.430  1.982  -1.685
S  -1.031  -0.806  3.082
O  0.314  1.621  -4.622
O  1.085  -3.064  -4.563
O  -1.363  -0.116  1.699
O  2.146  1.956  0.698
C  -2.643  -1.322  3.681
C  -0.163  0.601  -4.232
C  0.334  -2.193  -4.220
C  1.128  1.532  0.298
C  -0.417  -2.434  2.563
H  0.184  -2.369  1.650
H  0.206  -2.828  3.378
H  -1.254  -3.119  2.392
H  -2.939  -2.146  3.016
H  -3.311  -0.456  3.575
H  -2.570  -1.652  4.732

The net charge is +4. The expectation value of S² is 8.783. The calculation puts the gap between HOMO and LUMO (spin up / spin down) at 7.6016 / 3.9803 eV. The value obtained for the HOMO energy (spin up / spin down) is -23.143 / -24.525 eV. The calculation puts the energy above the lowest of the compared OMol25 structures with the same formula, charge and spin at 0.00 kcal per mole. As for the spin multiplicity: 6. The lowest unoccupied orbital energy (spin up / spin down) comes out at -15.5 / -20.5 eV.

---

Computed, not measured: 2 unconnected molecules or ions with the total composition C5H6Cl2OS at a distorted geometry, with ωB97M-V/def2-TZVPD.

CARTESIAN COORDINATES (ANGSTROEM)
Cl  2.326  -0.219  1.146
Cl  0.798  -0.510  3.548
S  1.318  -2.853  2.027
O  -0.640  2.865  0.583
C  -0.540  0.720  -0.600
C  -1.710  -0.236  -0.433
C  -0.705  1.877  -0.093
C  1.505  -1.227  2.189
C  0.599  0.287  -1.484
H  -0.984  -1.056  -0.221
H  0.238  0.063  -2.530
H  -2.510  -0.024  0.183
H  1.174  -0.486  -1.023
H  -2.012  -0.389  -1.561
H  1.142  1.189  -1.730

The net charge is 0. The calculation puts the gap between HOMO and LUMO at 7.5491 eV. The value obtained for the HOMO energy is -8.571 eV. The SMILES is CC(C)=C=O.S=C(Cl)Cl. The calculation puts the energy above the lowest of the compared OMol25 structures with the same formula, charge and spin at 11.27 kcal per mole. The lowest unoccupied orbital energy comes out at -1.0 eV.

---

Computed, not measured: C5H6ClF in the gas phase at a distorted geometry, with ωB97M-V/def2-TZVPD.

CARTESIAN COORDINATES (ANGSTROEM)
Cl  2.650  -0.903  1.029
F  -0.158  1.702  -1.931
C  0.965  0.156  -0.749
C  -1.243  1.108  0.059
C  -0.069  0.963  -0.843
C  0.105  -1.725  0.773
C  1.031  -0.881  0.279
H  1.865  0.294  -1.352
H  0.377  -2.405  1.572
H  -0.886  -1.803  0.295
H  -2.180  0.823  -0.448
H  -1.349  2.156  0.356
H  -1.106  0.515  0.961

The net charge is 0. The calculation puts the gap between HOMO and LUMO at 9.9007 eV. The value obtained for the HOMO energy is -9.119 eV. The SMILES is C=C(Cl)/C=C(\C)F. The calculation puts the energy above the lowest of the compared OMol25 structures with the same formula, charge and spin at 4.04 kcal per mole. The lowest unoccupied orbital energy comes out at 0.8 eV.

---

Computed, not measured: 2 unconnected molecules or ions with the total composition C5H6ClN2O3 at a distorted geometry, with ωB97M-V/def2-TZVPD.

CARTESIAN COORDINATES (ANGSTROEM)
Cl  0.085  -3.615  0.467
O  -1.327  0.441  1.111
O  0.411  -3.189  -2.044
O  -0.512  2.508  -1.858
N  0.278  1.861  0.215
N  0.641  -0.443  0.805
C  0.476  -0.676  -0.617
C  0.056  0.221  -1.461
C  -0.006  0.875  1.213
C  0.391  -2.852  -0.941
C  -0.094  1.650  -1.108
H  -0.131  2.728  0.604
H  -1.983  1.100  1.569
H  -0.100  -1.066  1.144
H  -0.087  -0.183  -2.402
H  0.268  1.160  2.226
H  1.636  -0.519  1.078

The net charge is +1. The calculation puts the gap between HOMO and LUMO at 9.6575 eV. The value obtained for the HOMO energy is -13.965 eV. The calculation puts the energy above the lowest of the compared OMol25 structures with the same formula, charge and spin at 0.00 kcal per mole. The lowest unoccupied orbital energy comes out at -4.3 eV.